1.
This record from OMol25 describes a structure of composition C4H9NO. The level of theory is ωB97M-V/def2-TZVPD.

multiplicity	1
energy relative to the best compared isomer or geometry (same formula, charge and spin)	93.8	kcal per mole
frontier orbital gap	8.68	eV
largest force on an atom	0.28	eV/Å

CARTESIAN COORDINATES (ANGSTROEM)
C (1.01989, 0.86586, -1.02258)
C (0.26154, -0.71783, 0.40305)
C (0.69305, -0.04595, 1.66482)
C (-1.18298, -0.73069, 0.15408)
O (-1.90716, -1.10448, 1.07136)
N (-1.69396, -0.42625, -1.09019)
H (0.16659, 1.48762, -0.76512)
H (1.10493, 0.74500, -2.10715)
H (1.94856, 1.24265, -0.59182)
H (0.97406, -0.28865, -0.66539)
H (0.22017, -0.64670, 2.45040)
H (1.77421, -0.08579, 1.81676)
H (0.33334, 0.98323, 1.80686)
H (-1.08423, -0.49301, -1.89065)
H (-2.62800, -0.78502, -1.23443)

***

2.
This record from OMol25 describes the molecule C4H9NO. The level of theory is ωB97M-V/def2-TZVPD.

multiplicity	1
energy relative to the best compared isomer or geometry (same formula, charge and spin)	55.6	kcal per mole
SMILES	CCO/C=N/C
frontier orbital gap	9.38	eV
largest force on an atom	0.51	eV/Å

CARTESIAN COORDINATES (ANGSTROEM)
C (0.67617, -1.25437, -2.10790)
C (0.36145, -0.51619, -0.82464)
O (-0.85667, -1.01878, -0.28455)
C (-1.26994, -0.35345, 0.84196)
N (-0.67087, 0.57326, 1.37364)
C (-0.06254, 1.69494, 1.95459)
H (0.81339, -2.32401, -1.92645)
H (-0.12756, -1.12450, -2.83820)
H (1.60101, -0.85851, -2.54140)
H (1.16476, -0.64042, -0.08649)
H (0.25777, 0.56046, -1.00938)
H (-2.22148, -0.80598, 1.16311)
H (-0.26413, 2.56412, 1.31743)
H (1.02955, 1.57783, 2.00290)
H (-0.43091, 1.92560, 2.96539)

***

3.
This record from OMol25 describes the molecule C4H9NO in a non-equilibrium geometry. The level of theory is ωB97M-V/def2-TZVPD.

multiplicity	1
energy relative to the best compared isomer or geometry (same formula, charge and spin)	109.1	kcal per mole
frontier orbital gap (alpha / beta)	9.09 / 9.01	eV
largest force on an atom	2.00	eV/Å

CARTESIAN COORDINATES (ANGSTROEM)
C (1.74219, -0.06122, -0.02387)
C (0.85484, 0.66432, -1.01978)
N (-0.51781, 0.93117, -0.72464)
C (-1.47705, -1.01339, 0.57502)
C (-1.27636, 0.45892, 0.37700)
O (-0.44603, 1.17386, 1.16991)
H (2.77987, 0.00051, -0.36461)
H (1.47367, -1.11467, 0.07867)
H (1.64733, 0.41120, 0.95627)
H (0.84763, 0.17438, -2.00736)
H (1.26432, 1.65667, -1.25068)
H (-0.54001, -1.55453, 0.66952)
H (-2.04498, -1.42003, -0.26591)
H (-2.05531, -1.14924, 1.48704)
H (-2.23876, 0.97304, 0.29005)

***

4.
This record from OMol25 describes the molecule C4H9NO. The level of theory is ωB97M-V/def2-TZVPD.

multiplicity	1
energy relative to the best compared isomer or geometry (same formula, charge and spin)	6.4	kcal per mole
SMILES	CCC(=O)NC
frontier orbital gap	10.57	eV
largest force on an atom	0.34	eV/Å

CARTESIAN COORDINATES (ANGSTROEM)
C (-1.81617, -1.12208, -0.70463)
C (-0.30433, -1.00226, -0.90606)
C (0.33119, -0.34177, 0.30558)
O (0.31887, -0.87970, 1.40253)
N (0.87450, 0.89028, 0.09116)
C (1.48343, 1.65736, 1.15577)
H (-2.28250, -0.13263, -0.64257)
H (-2.28302, -1.66876, -1.52961)
H (-2.02125, -1.65353, 0.22849)
H (0.13551, -2.00134, -0.99063)
H (-0.07449, -0.45947, -1.83099)
H (0.85243, 1.27517, -0.83926)
H (0.93876, 2.59085, 1.33976)
H (1.44564, 1.03982, 2.05513)
H (2.52763, 1.89361, 0.92377)

***

5.
This record from OMol25 describes a cluster of 4 separate species, C4H9NO in total in a non-equilibrium geometry. The level of theory is ωB97M-V/def2-TZVPD.

multiplicity	1
energy relative to the best compared isomer or geometry (same formula, charge and spin)	76.9	kcal per mole
frontier orbital gap	11.00	eV
largest force on an atom	4.02	eV/Å

CARTESIAN COORDINATES (ANGSTROEM)
C (1.51983, 0.44207, -1.11190)
C (2.02269, -0.85026, -0.63230)
C (-1.86715, 1.32634, -0.23142)
C (-1.71242, -0.14009, 0.04708)
N (1.05828, 1.36062, -1.60310)
O (-0.77174, -0.75366, 0.44420)
H (1.17789, -1.45490, -0.48610)
H (2.85266, -1.04021, -1.23822)
H (2.48275, -0.66579, 0.35071)
H (-2.37815, 1.95617, 0.50690)
H (-0.86950, 1.66446, -0.41564)
H (-2.50464, 1.37412, -1.13098)
H (-2.72183, -0.69122, -0.23574)
H (0.74568, -0.88557, 2.61588)
H (0.96563, -1.64211, 3.12063)

***

6.
This record from OMol25 describes a cluster of 2 separate species, C4H9NO in total in a non-equilibrium geometry. The level of theory is ωB97M-V/def2-TZVPD.

multiplicity	1
energy relative to the best compared isomer or geometry (same formula, charge and spin)	67.0	kcal per mole
SMILES	C=CC.NC=O
frontier orbital gap	9.80	eV
largest force on an atom	3.38	eV/Å

CARTESIAN COORDINATES (ANGSTROEM)
C (0.01942, 2.60847, 0.48349)
C (-0.14557, 1.22769, -0.12297)
C (0.63232, 1.10910, -1.25436)
H (0.99628, 3.06050, 0.68917)
H (-0.39574, 3.24492, -0.34440)
H (-0.52325, 2.78053, 1.43762)
H (-0.74908, 0.46790, 0.60220)
H (1.13037, 0.22384, -1.59907)
H (1.09843, 2.02345, -1.54627)
C (-0.47748, -2.22695, 0.61282)
N (-0.17565, -3.48188, 0.10849)
O (-1.58565, -1.66781, 0.77042)
H (0.39122, -1.52757, 0.56238)
H (-0.89842, -4.18911, 0.04271)
H (0.68281, -3.65310, -0.44223)